Computed, not measured: an isolated molecule of C22H24FN5O3S, with ωB97M-V with the def2-TZVPD basis set.

For the relative energy (zero: lowest compared OMol25 entry of this formula, charge and spin), the calculation gives 44.6 kJ/mol. The lowest unoccupied orbital energy is 0.5 eV. As for the SMILES: CCOC(=O)CN(C(=O)CSc1nnc(CNc2ccc(F)cc2)n1C)c1ccccc1. The calculation puts the HOMO energy at -8.14 eV. For the frontier orbital gap, the calculation gives 8.61 eV. The total energy is -1850.3245 hartree.

Each line ends with the Löwdin charge.
Element x y z (Å)
C  5.95063  2.32611  -3.58049  -0.056
C  5.27354  3.42795  -2.78020  -0.207
H  4.39946  3.81179  -3.31643  0.119
H  5.96463  4.24373  -2.55830  0.123
O  4.85341  2.93361  -1.50383  0.008
C  3.67243  2.33926  -1.44419  -0.490
O  2.87563  2.27264  -2.34241  0.113
C  3.41626  1.77183  -0.04673  -0.016
N  2.66826  0.53306  -0.14808  -0.004
C  3.25482  -0.44516  -0.88104  -0.506
O  4.38301  -0.31871  -1.31348  0.084
C  2.44555  -1.70119  -1.13156  -0.307
H  2.02655  -2.13488  -0.22512  0.065
H  3.08076  -2.42038  -1.64787  0.090
S  1.02030  -1.34955  -2.21502  1.022
C  -0.25151  -1.89814  -1.16841  -0.629
N  -0.10851  -2.60044  -0.07744  0.022
N  -1.33285  -2.80351  0.43353  0.076
C  -2.20551  -2.23072  -0.34469  -0.296
N  -1.57120  -1.62627  -1.39692  -0.051
C  -2.13584  -0.87712  -2.48013  -0.022
H  -2.86925  -0.16719  -2.09619  0.093
H  -1.33576  -0.33514  -2.98239  0.072
H  -2.62211  -1.54295  -3.19636  0.102
C  -3.68036  -2.24891  -0.11080  -0.122
N  -3.97577  -2.58948  1.26337  0.015
C  -3.99351  -1.60490  2.24259  -0.286
C  -4.67038  -0.39702  2.05661  -0.044
C  -4.74058  0.53943  3.07080  -0.020
C  -4.13673  0.26575  4.28340  -0.287
C  -3.47427  -0.92770  4.50610  -0.011
C  -3.40554  -1.85410  3.48535  -0.026
H  -2.88430  -2.78701  3.64044  0.116
H  -3.01593  -1.11605  5.46405  0.119
F  -4.19923  1.18526  5.27489  0.046
H  -5.26104  1.47374  2.92951  0.119
H  -5.16313  -0.18777  1.11923  0.108
H  -3.41636  -3.38649  1.54681  0.114
H  -4.14331  -3.00036  -0.76438  0.131
H  -4.10825  -1.27582  -0.36051  0.106
C  1.32036  0.53498  0.30331  -0.259
C  0.38784  1.33342  -0.34895  -0.033
C  -0.91716  1.37081  0.10656  -0.075
C  -1.29159  0.62433  1.21266  -0.075
C  -0.35928  -0.16443  1.86413  -0.072
C  0.94896  -0.21160  1.41347  -0.016
H  1.67987  -0.82445  1.91841  0.125
H  -0.65539  -0.75021  2.72014  0.102
H  -2.30942  0.65566  1.57126  0.085
H  -1.64328  1.98821  -0.40234  0.105
H  0.69712  1.90040  -1.21463  0.111
H  4.38093  1.59035  0.43488  0.140
H  2.83789  2.48931  0.53761  0.148
H  6.27433  2.71487  -4.54173  0.077
H  6.81091  1.94392  -3.03755  0.081
H  5.25389  1.50719  -3.74091  0.077

=====

Computed, not measured: an isolated molecule of C22H24N2O3, with ωB97M-V with the def2-TZVPD basis set.

For the relative energy (zero: lowest compared OMol25 entry of this formula, charge and spin), the calculation gives 267.9 kJ/mol. The lowest unoccupied orbital energy is 0.4 eV. As for the SMILES: COc1ccc(/C=C/C(=O)NCCn2c(C)cc3ccccc32)cc1OC. The calculation puts the HOMO energy at -7.88 eV. For the frontier orbital gap, the calculation gives 8.33 eV. The total energy is -1187.9624 hartree.

Each line ends with the Löwdin charge.
Element x y z (Å)
C  -7.13841  -0.71762  0.25052  -0.082
H  -7.10418  -1.31762  1.16599  0.097
O  -6.07337  0.19800  0.19104  -0.061
C  -4.80430  -0.28452  0.17106  -0.198
C  -4.45444  -1.62523  0.21193  -0.009
C  -3.12644  -2.01498  0.18133  -0.029
C  -2.11010  -1.06945  0.11736  -0.216
C  -2.46138  0.28812  0.08774  0.039
C  -3.78064  0.69078  0.10465  -0.190
O  -4.20720  1.98276  0.06556  -0.062
C  -3.24261  2.99745  -0.06026  -0.081
H  -2.55964  3.01695  0.79569  0.099
H  -2.66354  2.88628  -0.98281  0.088
H  -3.80205  3.93096  -0.09545  0.096
H  -1.66907  1.01900  0.03764  0.095
C  -0.70148  -1.41157  0.08530  -0.035
C  -0.18179  -2.62510  -0.13460  0.013
C  1.25696  -2.93412  -0.23673  -0.503
O  1.67306  -3.88574  -0.87438  0.051
N  2.09353  -2.10895  0.44965  0.067
H  1.71774  -1.29933  0.91495  0.129
C  3.52451  -2.21097  0.34049  -0.141
H  3.74391  -3.21107  -0.04116  0.123
H  3.96794  -2.09272  1.33347  0.117
C  4.10611  -1.16188  -0.62805  -0.102
N  3.79268  0.17775  -0.21476  -0.019
C  2.67068  0.87557  -0.58224  -0.183
C  1.65987  0.55976  -1.48270  -0.035
C  0.65053  1.48242  -1.66586  -0.110
C  0.63651  2.69406  -0.96978  -0.112
C  1.63364  3.01561  -0.07647  -0.032
C  2.66948  2.10460  0.12448  -0.169
C  3.83848  2.10315  0.93145  0.014
C  4.49216  0.92665  0.70520  -0.268
C  5.78001  0.45897  1.28493  -0.021
H  6.52125  0.29437  0.50209  0.085
H  6.16251  1.21424  1.96570  0.083
H  5.65756  -0.47330  1.83587  0.075
H  4.15486  2.88601  1.59190  0.109
H  1.62301  3.95526  0.45578  0.109
H  -0.16963  3.39260  -1.14489  0.090
H  -0.14669  1.26036  -2.36030  0.106
H  1.65087  -0.37500  -2.02357  0.111
H  5.19012  -1.28617  -0.68315  0.123
H  3.68608  -1.32721  -1.62275  0.130
H  -0.81455  -3.47249  -0.35329  0.111
H  -0.04282  -0.56010  0.21179  0.095
H  -2.88940  -3.06579  0.22125  0.108
H  -5.21829  -2.38435  0.26707  0.105
H  -8.04432  -0.11360  0.25064  0.095
H  -7.14772  -1.38283  -0.61929  0.097

=====

Computed, not measured: a structure of composition C22H24N2O4, with ωB97M-V with the def2-TZVPD basis set.

For the relative energy (zero: lowest compared OMol25 entry of this formula, charge and spin), the calculation gives 2167.1 kJ/mol. The lowest unoccupied orbital energy is 0.0 eV. The calculation puts the HOMO energy at -8.22 eV. For the frontier orbital gap, the calculation gives 8.27 eV. The total energy is -1262.4717 hartree.

Each line ends with the Löwdin charge.
Element x y z (Å)
C  -3.34300  -2.81013  -1.76683  -0.185
C  -3.35029  -2.91813  -0.33744  -0.262
C  -3.41000  -1.45594  0.32956  -0.154
C  -2.30087  -0.68313  0.07256  -0.417
N  -2.54257  0.45646  0.59909  0.049
C  -2.10294  1.72014  0.23744  -0.154
C  -2.16784  1.89427  -1.02450  0.002
C  -1.63425  3.23157  -1.84197  0.031
C  -1.17777  4.23440  -0.98965  -0.070
C  -1.08686  3.96842  0.46724  -0.143
C  -1.64708  3.02887  1.03451  0.019
H  -1.69588  2.78354  1.98306  0.064
H  -0.74062  4.60633  1.02401  0.033
H  -0.73642  5.22080  -1.27816  0.107
H  -1.64491  3.33980  -2.91729  0.079
H  -2.54523  1.24052  -1.73325  0.075
O  -2.15287  0.25464  2.14360  0.019
C  -1.04507  -0.43216  2.15446  -0.186
C  -0.95417  -1.06358  0.70293  -0.127
C  0.11724  -0.66270  0.08786  -0.276
O  0.39663  -1.05523  -1.23245  -0.022
N  0.69916  0.32939  0.88018  0.179
C  0.26087  0.58700  2.02384  -0.408
O  0.65189  1.26200  2.97190  0.092
C  2.02046  1.01368  0.03657  0.050
C  2.16649  2.22817  0.05218  -0.102
C  3.27388  2.59057  -0.38695  -0.246
C  4.40197  2.13455  -0.64750  0.060
C  4.23126  0.57008  -0.28304  0.040
C  3.17215  -0.01983  0.13732  -0.412
O  2.97949  -1.18234  0.30381  -0.005
C  3.96459  -2.23422  -0.10253  -0.183
C  3.49465  -3.56595  0.31975  -0.137
H  4.19674  -4.47349  0.02843  0.122
H  2.54301  -3.84941  -0.29801  0.107
H  3.24149  -3.50105  1.38640  0.076
H  4.28791  -2.09981  -1.20823  0.157
H  4.88581  -1.99018  0.90166  0.216
H  5.17059  0.05004  -0.55716  0.106
H  5.17100  2.53803  -0.87467  0.011
H  3.39671  3.76186  -0.39518  0.165
H  1.06701  2.88055  0.48025  0.235
H  -1.15329  -2.29535  0.90950  0.232
H  -1.05459  -1.09900  3.02532  0.169
H  -2.31514  -0.45478  -1.04325  0.184
H  -3.52390  -1.74892  1.42179  0.154
H  -4.36600  -1.11464  0.04446  0.121
H  -2.52840  -3.63415  0.08686  0.136
H  -4.38614  -3.36338  -0.18015  0.124
H  -3.63954  -3.72870  -2.24886  0.062
H  -2.39829  -2.37080  -2.19862  0.089
H  -4.14706  -2.11869  -2.30083  0.125

=====

Computed, not measured: an isolated molecule of C22H24N2O6S, with ωB97M-V with the def2-TZVPD basis set.

For the relative energy (zero: lowest compared OMol25 entry of this formula, charge and spin), the calculation gives 129.5 kJ/mol. The lowest unoccupied orbital energy is 0.0 eV. As for the SMILES: O=C(OCC(=O)N1CCOCC1)c1cccc(S(=O)(=O)N2CCCc3ccccc32)c1. The calculation puts the HOMO energy at -8.53 eV. For the frontier orbital gap, the calculation gives 8.49 eV. The total energy is -1811.8913 hartree.

Each line ends with the Löwdin charge.
Element x y z (Å)
O  -1.27641  -1.09019  -0.46173  0.152
C  -1.22680  -0.66834  0.66447  -0.438
O  -2.15327  -0.92537  1.59975  -0.019
C  -3.22734  -1.77709  1.21283  -0.046
H  -2.85723  -2.79823  1.07504  0.144
H  -3.93398  -1.75695  2.04623  0.142
C  -3.93409  -1.40524  -0.09862  -0.454
O  -4.26039  -2.28247  -0.87029  0.072
N  -4.19233  -0.10101  -0.32231  -0.044
C  -4.08187  1.00236  0.60490  -0.111
H  -3.72187  0.67494  1.57753  0.123
H  -3.38316  1.74301  0.19540  0.140
C  -5.46654  1.65033  0.76840  -0.186
O  -5.99916  2.05980  -0.46500  -0.127
C  -6.12578  0.96656  -1.34943  -0.178
H  -6.52985  1.37062  -2.27812  0.128
C  -4.77137  0.30008  -1.59250  -0.100
H  -4.87908  -0.59092  -2.21091  0.127
H  -4.09240  1.01016  -2.07648  0.137
H  -6.82930  0.22886  -0.93484  0.132
H  -5.39422  2.54729  1.38561  0.128
H  -6.14654  0.92951  1.25066  0.131
C  -0.14178  0.20911  1.17442  -0.096
C  0.73163  0.76551  0.24427  0.021
C  1.77331  1.55418  0.67700  -0.247
C  1.95488  1.82531  2.01993  -0.041
C  1.08030  1.28011  2.94808  -0.039
C  0.03987  0.46804  2.53093  0.007
H  -0.63426  0.02817  3.24922  0.120
H  1.21546  1.48468  3.99903  0.111
H  2.77300  2.46192  2.31727  0.118
S  2.90713  2.20156  -0.56210  0.705
O  3.90165  2.98828  0.10310  -0.276
O  2.14755  2.83127  -1.60017  -0.275
N  3.59002  0.81678  -1.21516  -0.152
C  3.98844  -0.19930  -0.34460  -0.205
C  4.49180  0.13372  0.91164  -0.033
C  4.86783  -0.85177  1.80341  -0.074
C  4.75673  -2.18650  1.45280  -0.088
C  4.27897  -2.51890  0.19904  -0.040
C  3.89007  -1.54664  -0.71163  -0.153
C  3.39451  -1.94920  -2.07337  -0.139
C  2.53886  -0.84955  -2.68994  -0.154
C  3.29259  0.47252  -2.58928  -0.171
H  2.71305  1.29980  -2.99918  0.109
H  4.23828  0.40106  -3.13987  0.136
H  2.32720  -1.06844  -3.73685  0.119
H  1.58856  -0.78366  -2.15840  0.105
H  2.82503  -2.87739  -1.99731  0.120
H  4.25734  -2.14628  -2.71828  0.126
H  4.19887  -3.55784  -0.08783  0.114
H  5.04840  -2.96113  2.14539  0.100
H  5.25710  -0.57371  2.77120  0.105
H  4.61136  1.17297  1.16506  0.092
H  0.57929  0.58761  -0.80842  0.120

=====

Computed, not measured: an isolated molecule of C22H24N2O6S, with ωB97M-V with the def2-TZVPD basis set.

For the relative energy (zero: lowest compared OMol25 entry of this formula, charge and spin), the calculation gives 188.0 kJ/mol. The lowest unoccupied orbital energy is 0.3 eV. As for the SMILES: C=CCOC(=O)C1=C(C)NC(SCC(=O)OCC)=C(C#N)[C@@H]1c1ccc(O)c(OC)c1. The calculation puts the HOMO energy at -7.98 eV. For the frontier orbital gap, the calculation gives 8.24 eV. The total energy is -1811.8690 hartree.

Each line ends with the Löwdin charge.
Element x y z (Å)
C  2.64582  2.80874  -3.03102  0.038
C  2.68738  2.07449  -4.12548  -0.132
C  2.10080  0.70084  -4.26915  -0.173
H  1.31897  0.72057  -5.04110  0.125
H  2.87960  -0.00928  -4.56918  0.131
O  1.54927  0.19982  -3.06358  -0.014
C  0.21773  0.35077  -2.88774  -0.425
O  -0.50742  0.81970  -3.73884  0.096
C  -0.20221  -0.13760  -1.57766  -0.043
C  -1.49650  -0.06684  -1.17965  -0.207
N  -1.87200  -0.54775  0.05111  0.085
C  -1.00595  -1.24571  0.84455  -0.489
C  0.29860  -1.38117  0.52559  -0.198
C  1.17771  -2.16719  1.27873  -0.237
N  1.93446  -2.82105  1.84557  0.172
C  0.89289  -0.63772  -0.65630  -0.164
C  1.72313  0.51891  -0.13873  -0.197
C  1.10894  1.63639  0.40274  -0.022
C  1.86645  2.69435  0.87579  0.004
C  3.24783  2.64345  0.81599  -0.251
C  3.87649  1.50752  0.27697  -0.197
C  3.11139  0.45690  -0.19192  0.038
H  3.57768  -0.41991  -0.61152  0.119
O  5.25145  1.56366  0.26823  -0.092
C  5.95155  0.46025  -0.24961  -0.077
H  5.71081  0.29709  -1.30478  0.097
H  7.00740  0.70924  -0.15352  0.095
H  5.73894  -0.44968  0.31971  0.101
O  3.99006  3.68502  1.27416  0.076
H  4.92212  3.45718  1.15388  0.105
H  1.40055  3.57185  1.29410  0.120
H  0.03191  1.69121  0.45140  0.120
H  1.55350  -1.31636  -1.20828  0.150
S  -1.65046  -1.95067  2.33838  1.036
C  -3.23160  -2.68910  1.74586  -0.313
C  -4.34796  -1.68333  1.89929  -0.564
O  -4.46423  -0.70036  1.20175  0.076
O  -5.14376  -1.99244  2.90284  0.009
C  -6.22690  -1.10002  3.19736  -0.198
C  -7.43308  -1.38666  2.31653  -0.057
H  -7.19120  -1.19517  1.27384  0.076
H  -7.74078  -2.42383  2.42442  0.080
H  -8.25537  -0.74073  2.60929  0.080
H  -5.88440  -0.07048  3.05449  0.126
H  -6.45401  -1.27645  4.24991  0.127
H  -3.10088  -2.98252  0.70600  0.102
H  -3.41126  -3.55662  2.37638  0.086
H  -2.84194  -0.44185  0.34297  0.092
C  -2.60930  0.49722  -1.99524  0.007
H  -2.74207  -0.08641  -2.90421  0.098
H  -2.36579  1.50815  -2.31410  0.095
H  -3.53775  0.50357  -1.42839  0.081
H  3.15927  2.43511  -5.02972  0.099
H  3.07978  3.79272  -2.99442  0.060
H  2.17844  2.45753  -2.12665  0.048